(1)
Computed, not measured: a cluster of 3 separate species, C16H16FNO6 in total at a distorted geometry, with ωB97M-V/def2-TZVPD.

The gap between HOMO and LUMO is 7.994 eV. Its structure (SMILES) is C[C@H](F)CNC(=O)O.O=C1C=CC(=O)C=C1.O=C1C=CC(=O)C=C1. The spin multiplicity is 1. Its relative energy (zero: lowest compared OMol25 entry of this formula, charge and spin) is 91.06 kJ/mol. The largest force on an atom is 1.31 eV Å⁻¹.

Last column: natural (NBO) charge in e.
Atoms and positions in Å:
C  3.114  1.277  -0.969  -0.645
C  2.023  2.168  -1.540  0.199
F  2.562  3.382  -1.967  -0.369
C  0.968  2.416  -0.477  -0.262
N  -0.416  2.412  -0.987  -0.689
C  -0.782  1.252  -1.715  0.875
O  -1.447  1.297  -2.724  -0.558
O  -0.336  0.044  -1.269  -0.694
H  3.955  1.151  -1.638  0.221
H  3.433  1.713  -0.024  0.206
H  2.602  0.352  -0.735  0.230
H  1.598  1.694  -2.424  0.170
H  1.145  3.405  -0.063  0.232
H  1.101  1.711  0.347  0.171
H  -1.040  2.513  -0.192  0.411
H  -0.104  0.079  -0.336  0.497
C  -3.889  0.487  -0.489  -0.242
C  -5.020  -0.044  -0.944  -0.207
C  -6.328  0.303  -0.334  0.474
O  -7.362  -0.179  -0.738  -0.478
C  -6.322  1.265  0.800  -0.215
C  -5.189  1.795  1.252  -0.243
C  -3.887  1.444  0.639  0.505
O  -2.847  1.927  1.048  -0.538
H  -2.924  0.248  -0.909  0.240
H  -5.043  -0.742  -1.771  0.237
H  -7.287  1.505  1.228  0.234
H  -5.161  2.498  2.075  0.233
C  3.495  -2.645  -0.113  -0.229
C  4.400  -3.579  0.164  -0.221
C  4.551  -4.122  1.538  0.474
O  5.375  -4.971  1.792  -0.474
C  3.651  -3.583  2.590  -0.221
C  2.746  -2.649  2.312  -0.228
C  2.599  -2.109  0.939  0.492
O  1.775  -1.256  0.683  -0.530
H  3.366  -2.235  -1.107  0.236
H  5.064  -3.987  -0.588  0.237
H  3.778  -3.993  3.584  0.236
H  2.081  -2.241  3.062  0.233

(2)
Computed, not measured: a cluster of 2 separate species, C6H11N4 in total at a distorted geometry, with ωB97M-V/def2-TZVPD.

The gap between HOMO and LUMO (alpha / beta) is 7.679 / 7.681 eV. The spin multiplicity is 1. Its relative energy (zero: lowest compared OMol25 entry of this formula, charge and spin) is 513.74 kJ/mol. The largest force on an atom is 5.35 eV Å⁻¹. As for the net charge: +1.

Last column: natural (NBO) charge in e.
Atoms and positions in Å:
C  -1.080  0.426  -2.936  0.182
C  -0.636  -0.267  -0.874  -0.156
C  -1.441  0.849  -0.886  0.024
C  1.578  -1.910  1.290  -0.477
C  0.748  -1.051  2.224  -0.434
C  1.352  -0.576  0.960  0.459
N  -1.726  1.259  -2.192  -0.480
N  -0.437  -0.555  -2.210  -0.559
N  -2.016  1.641  0.308  -0.693
N  2.041  0.499  0.631  -0.693
H  -0.969  0.568  -3.994  0.213
H  2.644  -2.274  1.706  0.256
H  1.060  -2.738  0.920  0.287
H  -0.261  -1.310  2.414  0.256
H  1.272  -0.633  3.000  0.233
H  -0.001  -1.355  -2.483  0.416
H  -1.457  1.471  1.132  0.435
H  -1.878  2.732  0.005  0.465
H  -2.986  1.434  0.486  0.442
H  2.788  0.452  0.052  0.405
H  1.405  1.337  0.449  0.419

(3)
Computed, not measured: a structure of composition C55H63BrCdGe2NO4S4, with ωB97M-V/def2-TZVPD.

The gap between HOMO and LUMO is 7.847 eV. The spin multiplicity is 1. Its relative energy (zero: lowest compared OMol25 entry of this formula, charge and spin) is 0.00 kJ/mol. The largest force on an atom is 0.75 eV Å⁻¹. As for the net charge: -1.

Last column: Mulliken charge in e.
Atoms and positions in Å:
Cd  2.718  -1.169  -0.932  2.525
C  -4.702  0.506  5.371  -1.611
C  -3.585  1.204  4.632  0.660
C  -2.256  1.004  4.983  -1.258
C  -1.219  1.683  4.346  1.232
C  0.215  1.415  4.748  -1.547
C  -1.529  2.578  3.315  0.605
C  -2.856  2.754  2.911  1.204
C  -3.192  3.643  1.736  -1.833
C  -3.864  2.077  3.586  -0.765
C  -0.450  3.451  2.736  -0.542
C  -0.393  4.747  3.256  0.108
C  0.605  5.629  2.872  -1.091
C  1.570  5.211  1.968  0.130
C  1.546  3.923  1.432  -0.157
C  0.514  3.023  1.807  -0.484
Ge  0.428  1.223  0.968  -0.540
S  2.242  0.085  1.267  -0.665
S  -1.312  -0.119  1.496  0.246
Ge  -1.193  -0.595  -0.720  0.335
S  0.221  -2.170  -1.179  -1.111
S  -0.324  1.454  -1.152  -0.057
C  -2.935  -0.946  -1.616  -0.326
C  -3.165  -0.507  -2.939  -0.547
C  -4.338  -0.871  -3.597  0.155
C  -5.289  -1.667  -2.977  -0.948
C  -5.074  -2.101  -1.678  0.461
C  -3.913  -1.751  -0.988  -1.161
C  -3.773  -2.236  0.427  0.402
C  -4.299  -1.461  1.467  0.275
C  -4.986  -0.142  1.203  -1.303
C  -4.129  -1.890  2.782  -0.095
C  -3.455  -3.064  3.082  0.643
C  -3.199  -3.463  4.516  -1.566
C  -2.989  -3.849  2.032  -0.921
C  -3.146  -3.464  0.705  1.135
C  -2.644  -4.360  -0.404  -1.599
C  -2.190  0.353  -3.691  0.553
C  -1.188  -0.244  -4.465  1.380
C  -1.108  -1.747  -4.605  -2.153
C  -0.271  0.574  -5.124  -0.871
C  -0.344  1.959  -5.049  0.838
C  0.691  2.832  -5.720  -1.677
C  -1.386  2.530  -4.323  -0.598
C  -2.314  1.750  -3.643  1.137
C  -3.419  2.400  -2.843  -1.673
C  2.634  3.575  0.455  0.623
C  3.867  3.101  0.918  0.727
C  4.139  2.922  2.391  -1.514
C  4.832  2.724  -0.010  -1.029
C  4.603  2.798  -1.378  0.522
C  5.633  2.328  -2.376  -1.359
C  3.395  3.330  -1.814  -0.795
C  2.419  3.752  -0.919  1.150
C  1.166  4.431  -1.432  -1.384
H  -4.334  -0.372  5.909  0.335
H  -5.491  0.181  4.685  0.391
H  -5.160  1.176  6.105  0.418
H  -2.014  0.296  5.776  0.304
H  0.257  0.910  5.715  0.506
H  0.797  2.336  4.808  0.349
H  0.710  0.767  4.016  0.131
H  -2.466  3.514  0.928  0.175
H  -3.182  4.702  2.016  0.404
H  -4.185  3.405  1.347  0.389
H  -4.897  2.213  3.268  0.324
H  -1.142  5.048  3.982  0.491
H  0.636  6.633  3.283  0.396
H  2.363  5.886  1.658  0.479
H  -4.494  -0.520  -4.614  0.475
H  -6.196  -1.946  -3.503  0.408
H  -5.810  -2.722  -1.175  0.456
H  -5.344  -0.059  0.178  0.416
H  -4.281  0.676  1.382  -0.224
H  -5.836  -0.006  1.881  0.520
H  -4.504  -1.264  3.592  0.098
H  -3.908  -2.981  5.194  0.358
H  -2.190  -3.162  4.818  0.249
H  -3.273  -4.545  4.649  0.448
H  -2.484  -4.787  2.251  0.357
H  -2.478  -5.373  -0.031  0.517
H  -1.698  -3.987  -0.805  0.088
H  -3.354  -4.406  -1.233  0.297
H  -1.020  -2.230  -3.628  0.305
H  -0.243  -2.033  -5.205  0.521
H  -2.014  -2.137  -5.080  0.379
H  0.532  0.110  -5.693  0.269
H  1.422  2.230  -6.264  0.354
H  1.236  3.424  -4.977  0.217
H  0.226  3.529  -6.423  0.405
H  -1.461  3.615  -4.261  0.331
H  -3.411  3.483  -2.981  0.458
H  -3.293  2.195  -1.774  0.165
H  -4.400  2.016  -3.135  0.367
H  3.841  3.795  2.972  0.305
H  5.201  2.733  2.566  0.494
H  3.573  2.064  2.769  0.180
H  5.779  2.324  0.348  0.262
H  6.546  1.999  -1.875  0.351
H  5.893  3.128  -3.076  0.341
H  5.246  1.484  -2.956  0.225
H  3.207  3.419  -2.883  0.244
H  1.232  4.593  -2.511  0.420
H  1.024  5.400  -0.944  0.397
H  0.268  3.844  -1.239  0.023
O  4.187  -2.446  1.006  -0.559
H  4.405  -1.675  1.542  0.205
H  3.371  -2.812  1.411  0.394
O  1.517  -3.101  1.846  -0.849
H  1.027  -3.219  1.013  0.357
H  1.395  -2.149  2.022  0.397
O  2.305  0.408  -2.738  -0.475
H  2.132  -0.273  -3.408  0.336
H  1.463  0.870  -2.584  -0.153
O  1.958  -2.128  -4.134  -0.684
H  2.814  -2.494  -3.865  0.219
H  1.332  -2.393  -3.432  0.284
Br  4.898  -1.535  -2.209  -0.860
N  2.776  -4.020  -1.224  -0.285
C  3.707  -4.641  -0.969  -0.283
C  4.890  -5.381  -0.585  0.748
C  6.111  -5.046  -1.164  -0.325
C  7.245  -5.763  -0.817  -0.608
C  7.160  -6.801  0.103  -0.323
C  5.942  -7.118  0.692  -0.545
C  4.802  -6.408  0.352  -0.336
H  6.153  -4.210  -1.855  0.310
H  8.200  -5.505  -1.261  0.388
H  8.049  -7.362  0.366  0.373
H  5.882  -7.917  1.423  0.371
H  3.844  -6.633  0.807  0.471

(4)
Computed, not measured: a structure of composition C18H28LiN4NbO5 at a distorted geometry, with ωB97M-V/def2-TZVPD.

The gap between HOMO and LUMO (alpha / beta) is 6.464 / 6.463 eV. The spin multiplicity is 1. Its relative energy (zero: lowest compared OMol25 entry of this formula, charge and spin) is 13.61 kJ/mol. The largest force on an atom is 4.49 eV Å⁻¹. As for the net charge: +2.

Last column: natural (NBO) charge in e.
Atoms and positions in Å:
N  1.750  -0.248  -0.766  -0.927
C  2.836  -0.732  -0.528  0.887
O  3.878  -1.243  -0.314  -0.420
Li  1.048  0.147  -2.868  0.934
Nb  -0.307  0.011  -0.545  2.030
N  -0.296  -1.444  -1.978  -0.642
N  -0.199  1.643  -1.713  -0.644
C  -0.186  -2.917  -1.673  0.118
C  0.461  2.972  -1.859  0.106
C  0.969  -3.538  -2.472  -0.632
C  -1.508  -3.619  -2.046  -0.632
C  0.109  -3.162  -0.205  -0.647
C  0.149  3.578  -3.237  -0.624
C  -0.018  3.949  -0.771  -0.639
C  1.966  2.815  -1.711  -0.621
H  0.845  -3.465  -3.561  0.217
H  1.019  -4.608  -2.207  0.262
H  1.925  -3.067  -2.203  0.215
H  -2.362  -3.137  -1.544  0.218
H  -1.469  -4.664  -1.694  0.257
H  -1.690  -3.646  -3.134  0.227
H  1.049  -2.691  0.100  0.218
H  0.233  -4.247  -0.067  0.266
H  -0.721  -2.866  0.442  0.235
H  0.470  2.905  -4.045  0.203
H  0.705  4.524  -3.350  0.264
H  -0.917  3.805  -3.370  0.225
H  -1.055  4.280  -0.924  0.218
H  0.624  4.849  -0.805  0.255
H  0.077  3.499  0.226  0.236
H  2.234  2.321  -0.770  0.231
H  2.407  3.824  -1.704  0.264
H  2.416  2.262  -2.552  0.191
C  -1.699  1.701  -1.868  -0.433
H  -2.186  0.833  -1.345  0.189
H  -2.128  2.622  -1.433  0.273
H  -1.964  1.662  -2.940  0.262
C  -0.766  -1.159  -3.368  -0.484
H  -1.867  -1.239  -3.461  0.263
H  -0.542  -0.131  -3.758  0.167
H  -0.294  -1.899  -4.039  0.252
O  -0.466  1.349  1.254  -0.648
C  -0.477  0.303  1.974  0.800
O  -0.564  -0.830  1.320  -0.683
C  -0.365  0.244  3.415  -0.140
C  0.212  -0.927  3.906  -0.158
C  0.237  -1.168  5.262  -0.162
C  -0.270  -0.185  6.135  0.105
C  -0.820  1.026  5.650  -0.179
C  -0.859  1.248  4.277  -0.140
N  -0.174  -0.469  7.528  0.472
O  0.342  -1.571  7.845  -0.338
O  -0.583  0.350  8.376  -0.315
H  0.621  -1.668  3.218  0.237
H  0.640  -2.102  5.650  0.280
H  -1.205  1.743  6.379  0.280
H  -1.266  2.175  3.866  0.247

(5)
Computed, not measured: the ion C7H10ClN2O2 with charge +1 at a distorted geometry, with ωB97M-V/def2-TZVPD.

The gap between HOMO and LUMO is 8.435 eV. Its structure (SMILES) is CC1=C([NH3+])C(Cl)=C[C@H]([N+](=O)[O-])C1. The spin multiplicity is 1. Its relative energy (zero: lowest compared OMol25 entry of this formula, charge and spin) is 341.62 kJ/mol. The largest force on an atom is 5.97 eV Å⁻¹. As for the net charge: +1.

Last column: natural (NBO) charge in e.
Atoms and positions in Å:
C  0.425  1.747  -0.974  -0.181
C  -0.854  -0.287  -0.595  0.008
C  -0.524  0.899  -1.426  -0.053
C  -0.392  -0.471  0.772  0.185
C  0.520  0.546  1.327  -0.490
C  1.192  1.425  0.285  -0.138
C  -0.655  -1.737  1.423  -0.655
N  2.576  0.722  -0.095  0.540
N  -1.915  -1.159  -1.202  -0.708
O  2.524  -0.257  -0.832  -0.402
O  3.565  1.115  0.389  -0.302
Cl  -1.311  1.085  -2.958  0.083
H  0.709  2.628  -1.453  0.246
H  0.049  1.327  1.962  0.273
H  1.410  0.047  1.914  0.272
H  1.254  2.392  0.795  0.256
H  0.276  -2.244  1.572  0.271
H  -1.418  -2.211  0.882  0.198
H  -1.069  -1.482  2.484  0.257
H  -2.039  -0.647  -2.096  0.451
H  -2.700  -1.281  -0.653  0.437
H  -1.623  -2.157  -1.521  0.452